{"formula": "C9H8O3", "method": "ωB97M-V/def2-TZVPD", "species": ["C", "C", "C", "C", "C", "C", "C", "C", "C", "H", "H", "H", "H", "H", "H", "H", "H", "O", "O", "O"], "xyz": [[-2.28737, 1.55245, 1.78291], [-2.01116, 0.15761, 1.46976], [-0.94242, -0.16202, 0.50578], [-0.66802, -1.41246, 0.22320], [0.42327, -1.98448, -0.49854], [1.24757, -1.18078, -1.11136], [2.83029, 0.07272, -2.13912], [1.10595, 0.22058, -0.75064], [0.12956, 0.65765, 0.11321], [-1.67988, 1.72492, 2.82836], [-3.34971, 1.68580, 2.21768], [-1.76519, 2.70383, 1.02759], [-1.45925, -1.89365, 0.57608], [0.32243, -3.05146, -0.65228], [2.51328, 0.35607, -3.17262], [3.87871, -0.00559, -1.60844], [-0.10945, 1.62769, -0.04481], [-2.62993, -0.62312, 2.29508], [2.31212, -1.37362, -1.79816], [2.13919, 0.92786, -1.26365]], "forces_ev_per_a": [[1.278, 5.612, 2.194], [-1.900, -1.651, 3.161], [1.884, 1.136, 0.686], [1.669, -1.898, -1.395], [-4.014, -2.556, 1.266], [0.075, 4.406, 1.801], [0.844, -1.720, 2.630], [-1.148, -1.834, 1.136], [0.204, 0.259, -2.271], [-1.085, -0.330, -2.545], [1.580, 0.007, -1.412], [-1.986, -3.951, 2.094], [-2.685, -3.978, 1.262], [0.568, -0.031, -0.062], [1.185, -0.689, 0.559], [-1.461, 0.430, -2.576], [0.024, 3.628, 0.629], [2.508, 1.562, -3.983], [2.692, 1.298, -2.873], [-0.232, 0.300, -0.301]], "homo_lumo_gap_ev": 8.70, "energy_ev": -15599.710, "de_lowest_kj_mol": 492.7, "e_homo_ev": -8.6, "charge": 0, "multiplicity": 1}